# 1
The following is a quantum chemistry calculation of the ion C9H10NO2 with charge +1 at a distorted geometry, from the Open Molecules 2025 dataset.

CARTESIAN COORDINATES (ANGSTROEM)
C: 3.11 -0.93 -0.53
N: 1.86 -0.53 0.20
C: 0.94 0.21 -0.67
O: 0.36 -0.88 -1.74
C: -0.96 -1.10 -1.65
O: -1.56 -1.90 -2.26
C: -1.40 -0.27 -0.56
C: -2.67 -0.06 -0.14
C: -2.84 0.66 1.10
C: -1.84 1.40 1.67
C: -0.57 1.41 1.04
C: -0.33 0.52 0.00
H: 3.35 0.01 -1.10
H: 3.87 -1.02 0.30
H: 2.81 -1.77 -1.18
H: 2.04 0.16 1.02
H: 1.46 -1.31 0.60
H: 1.53 0.94 -1.15
H: -3.50 -0.57 -0.48
H: -3.86 0.83 1.56
H: -1.97 2.16 2.43
H: 0.16 2.05 1.52

The frontier orbital gap comes out at 9.952 eV. The energy above the lowest of the compared OMol25 structures with the same formula, charge and spin is 12.3 kcal/mol. The SMILES is C[NH2+][C@H]1OC(=O)c2ccccc21. Its total charge is +1. The largest force on an atom comes out at 5.51 eV/Å. The calculation puts the energy at -553.8872 a.u. The LUMO energy comes out at -0.1374 Ha.

# 2
The following is a quantum chemistry calculation of a cluster of 7 separate species, C6H24FN12O6 in total at a distorted geometry, from the Open Molecules 2025 dataset.

CARTESIAN COORDINATES (ANGSTROEM)
F: 0.60 -0.04 -0.19
C: 2.27 3.13 -1.80
O: 1.53 3.13 -2.80
N: 2.33 2.20 -0.83
N: 3.02 4.19 -1.55
H: 1.71 1.40 -0.79
H: 3.19 2.21 -0.31
H: 2.87 4.98 -2.17
H: 3.67 4.16 -0.78
C: -0.88 2.20 2.35
O: -1.52 2.85 3.19
N: -0.76 2.43 1.12
N: -0.18 1.12 2.56
H: -1.40 3.11 0.74
H: -0.22 1.72 0.64
H: 0.12 0.63 1.73
H: 0.15 0.85 3.48
C: -1.72 -2.92 2.12
O: -1.16 -3.93 1.78
N: -2.63 -2.63 3.05
N: -1.35 -1.73 1.70
H: -3.16 -3.30 3.59
H: -2.94 -1.68 3.17
H: -1.47 -0.83 2.15
H: -0.87 -1.56 0.82
C: 3.24 -2.37 0.86
O: 3.69 -3.47 1.12
N: 2.74 -1.62 1.77
N: 2.88 -2.01 -0.30
H: 2.68 -2.09 2.66
H: 1.95 -1.17 1.33
H: 2.91 -2.78 -0.96
H: 2.44 -1.13 -0.51
C: -3.32 0.05 -1.09
O: -3.18 -0.24 -2.24
N: -4.49 0.02 -0.48
N: -2.36 0.47 -0.35
H: -5.19 -0.65 -0.77
H: -4.56 0.56 0.37
H: -1.39 0.27 -0.53
H: -2.73 0.50 0.59
C: 0.51 -0.98 -3.55
O: 0.85 -1.33 -4.66
N: 0.81 -1.61 -2.49
N: -0.19 0.09 -3.28
H: 0.58 -1.26 -1.57
H: 1.65 -2.11 -2.73
H: -0.13 0.31 -2.30
H: -0.58 0.82 -3.86

The frontier orbital gap (spin up / spin down) comes out at 9.466 / 3.498 eV. The energy above the lowest of the compared OMol25 structures with the same formula, charge and spin is 20.1 kcal/mol. Its spin multiplicity is 2. Its expectation value of S² is 0.77. The largest force on an atom comes out at 6.95 eV/Å. The calculation puts the energy at -1451.3926 a.u. The LUMO energy (spin up / spin down) comes out at 0.0009 / -0.2184 Ha.

# 3
The following is a quantum chemistry calculation of an isolated molecule of C3H2F2O at a distorted geometry, from the Open Molecules 2025 dataset.

CARTESIAN COORDINATES (ANGSTROEM)
O: -1.04 0.75 -1.22
C: 0.22 0.49 -0.87
C: 0.47 -0.10 0.28
C: 0.18 -0.71 1.40
F: -0.07 -2.03 1.54
F: 0.31 -0.20 2.64
H: -0.97 0.96 -2.11
H: 0.91 0.83 -1.66

The frontier orbital gap comes out at 10.271 eV. The energy above the lowest of the compared OMol25 structures with the same formula, charge and spin is 42.5 kcal/mol. The SMILES is OC=C=C(F)F. The largest force on an atom comes out at 2.98 eV/Å. The calculation puts the energy at -390.3929 a.u. The LUMO energy comes out at 0.0189 Ha.